Here is 8 unconnected molecules or ions with the total composition C48H120N8 from OMol25. Energies are from ωB97M-V with the def2-TZVPD basis set.

```
176
Properties=species:S:1:pos:R:3
N 1.699 -3.243 4.010
N 1.124 -0.030 0.251
N 3.924 2.483 0.829
N -2.472 0.948 2.085
N -1.744 -3.664 -2.367
N -1.647 4.338 0.976
N -4.639 0.660 -2.893
N 3.857 -1.019 -2.853
C -5.119 0.322 -4.235
C 1.414 -4.291 2.994
C -0.053 3.287 -0.668
C 3.607 -3.334 -1.678
C 2.489 -0.610 -2.560
C 0.350 -2.476 -2.273
C -2.122 -0.338 1.494
C -2.039 -5.501 -0.650
C 4.462 3.836 0.913
C -0.318 -3.786 -2.512
C -2.382 -2.910 -3.445
C -0.919 1.103 4.050
C 0.194 0.665 -1.931
C -2.141 5.345 -0.027
C 3.860 4.323 2.250
C -1.344 5.876 2.908
C -4.614 -1.685 -1.945
C 4.222 -1.862 -1.697
C -3.710 1.438 1.407
C -2.461 1.098 3.585
C -2.451 -3.297 -4.914
C -3.200 0.907 -2.959
C -2.564 1.573 -1.710
C 3.681 2.268 -0.573
C 1.157 -1.899 3.650
C -0.733 4.846 1.982
C 0.419 1.002 0.979
C 0.243 -4.071 5.850
C 4.777 0.122 -2.975
C 6.184 -0.377 -3.523
C 0.372 -0.454 -0.923
C 1.313 1.786 2.005
C 4.895 1.541 1.388
C -5.223 -0.275 -1.892
C 2.180 -5.565 2.945
C 2.402 3.034 -1.055
C -3.362 4.819 -0.908
C -5.747 1.541 -4.938
C 1.699 -3.757 5.379
C 1.631 -1.045 1.256
C -3.144 -1.463 1.743
C -2.465 -4.872 -2.003
C 2.344 -2.224 0.661
C 1.372 -0.677 4.589
C -4.072 2.912 1.767
C -1.176 3.088 0.350
C 4.307 0.109 1.418
C 1.802 0.142 -3.707
H -3.945 -1.307 1.020
H -3.617 -1.452 2.725
H -0.614 1.222 -1.458
H 3.853 -3.842 -2.611
H -5.044 2.240 -5.392
H 6.541 0.376 -4.225
H 6.024 -1.307 -4.069
H 1.522 -1.592 2.670
H 4.117 4.634 0.256
H 3.980 -1.491 -0.701
H 0.971 -1.315 -1.219
H 2.280 2.119 1.628
H -0.547 3.989 2.630
H 2.761 -2.860 1.443
H 3.532 1.199 -0.724
H -1.693 -4.790 0.100
H 4.907 -0.510 2.084
H 3.228 -5.369 2.717
H 0.154 5.200 1.457
H -1.378 5.686 -0.728
H -4.425 2.945 2.798
H -1.460 6.833 2.398
H 4.127 -3.880 -0.891
H 0.066 -4.471 -1.757
H -1.525 1.799 -1.950
H -0.301 1.805 3.491
H 6.935 -0.533 -2.749
H 0.828 -1.406 1.899
H 2.072 -6.122 3.875
H -1.583 -3.845 -5.279
H -0.003 -4.106 -3.505
H -4.958 -2.215 -2.833
H 1.111 1.241 -2.058
H 5.866 1.642 0.905
H 2.218 3.771 -0.273
H 1.436 -2.559 -2.288
H 5.551 3.865 0.871
H -2.705 -2.432 -5.527
H -0.197 -4.834 5.207
H -4.991 -2.415 -1.229
H 1.629 -2.805 0.078
H -2.792 -2.481 1.573
H -1.954 -1.911 -3.364
H -0.569 0.645 1.272
H -3.149 -4.134 -4.935
H 2.440 -0.463 4.594
H -4.872 3.339 1.161
H -3.526 -1.647 -1.879
H -0.127 0.355 -2.926
H -5.318 0.141 -0.889
H 2.247 -0.112 -4.668
H -0.373 -3.173 5.816
H 4.582 2.553 -1.116
H 1.829 -1.471 -2.456
H 0.269 -4.479 6.860
H 2.143 -3.065 6.095
H 0.173 -1.932 -3.201
H -6.290 -0.400 -2.080
H 4.419 -0.452 0.490
H -2.288 5.600 3.380
H 1.507 -3.708 2.078
H -2.003 2.518 -0.074
H 0.744 -0.122 -3.735
H -3.377 -2.638 -3.092
H 1.031 -0.873 5.606
H 4.896 1.685 2.469
H 0.080 -2.022 3.535
H 2.403 -0.601 1.885
H -2.655 0.018 -3.278
H 4.899 0.585 -1.996
H 0.874 0.163 4.106
H -6.280 2.024 -4.119
H 2.307 -4.644 5.555
H 4.368 5.216 2.614
H -4.060 4.431 -0.166
H 1.995 1.181 -3.439
H 2.491 0.061 -1.701
H -2.975 4.032 -1.555
H -3.017 1.626 -3.758
H -0.400 0.183 3.779
H 1.642 1.189 2.855
H 0.144 1.731 0.217
H -3.247 3.611 1.631
H -3.140 1.868 3.951
H -2.768 -6.181 -0.210
H 2.804 4.581 2.169
H 3.853 3.515 2.981
H -1.300 -0.643 2.142
H -2.585 0.919 -0.838
H 2.359 3.519 -2.030
H -5.870 -0.465 -4.168
H -0.241 4.014 -1.459
H 0.248 2.351 -1.139
H -6.396 1.211 -5.749
H 1.807 -6.243 2.178
H 0.349 -4.476 3.137
H -3.028 2.541 -1.521
H -0.844 2.357 1.088
H 3.157 -2.020 -0.036
H 4.380 0.883 -3.647
H -3.400 1.510 0.364
H -0.641 6.062 3.720
H 1.507 2.428 -0.907
H 0.735 2.621 2.402
H -0.017 -1.929 -1.405
H 2.532 -3.209 -1.543
H 3.252 -0.015 1.662
H -4.333 -0.072 -4.879
H -2.887 0.195 4.021
H -2.438 -5.677 -2.738
H -0.581 -0.957 -0.760
H 0.898 3.617 -0.252
H -1.769 -0.266 0.465
H -3.809 5.649 -1.455
H -0.718 1.366 5.089
H -2.340 6.317 0.425
H -3.507 -4.575 -1.879
H -4.550 0.746 1.460
H 5.312 -1.879 -1.698
H -1.085 -6.015 -0.772
```

The structure (SMILES) is CCN(CC)CC.CCN(CC)CC.CCN(CC)CC.CCN(CC)CC.CCN(CC)CC.CCN(CC)CC.CCN(CC)CC.CCN(CC)CC. The total energy is -2337.925370 Eh. The relative energy (zero: lowest compared OMol25 entry of this formula, charge and spin) comes out at 22.588 eV. For the gap between HOMO and LUMO, the calculation gives 8.25 eV.

Here is a single C6H9N molecule from OMol25. Energies are from ωB97M-V with the def2-TZVPD basis set.

```
16
Properties=species:S:1:pos:R:3
N 0.664 1.265 0.040
C -1.151 -0.021 -0.011
C 1.121 -0.027 0.005
C -0.710 1.278 0.034
C 2.581 -0.349 0.039
C 0.016 -0.844 -0.030
C -2.577 -0.489 -0.064
H 1.250 2.083 0.078
H -1.259 2.210 0.050
H 2.738 -1.401 -0.214
H -3.224 0.128 0.567
H -2.662 -1.520 0.293
H 0.034 -1.928 -0.059
H -2.984 -0.461 -1.081
H 3.146 0.255 -0.681
H 3.017 -0.178 1.032
```

The structure (SMILES) is Cc1c[nH]c(C)c1. The total energy is -288.779370 Eh. The relative energy (zero: lowest compared OMol25 entry of this formula, charge and spin) comes out at 0.073 eV. For the gap between HOMO and LUMO, the calculation gives 8.86 eV.

Here is 2 unconnected molecules or ions with the total composition C5H14 from OMol25. Energies are from ωB97M-V with the def2-TZVPD basis set.

```
19
Properties=species:S:1:pos:R:3
C -0.569 -0.655 -1.700
C -1.674 0.362 -1.874
C -1.051 -1.806 -0.775
C 1.445 0.274 2.243
C 1.679 1.626 1.529
H -1.290 1.382 -1.689
H -0.189 -1.090 -2.629
H -0.374 -2.663 -0.796
H 1.204 1.633 0.567
H -0.840 -1.447 0.247
H 2.423 -0.050 2.625
H 0.798 0.343 3.188
H -2.315 0.349 -2.747
H -2.440 0.084 -1.132
H 2.722 1.772 1.274
H 0.297 -0.157 -1.224
H 1.287 2.436 2.138
H 1.029 -0.473 1.589
H -2.141 -1.919 -0.832
```

The structure (SMILES) is CCC.CC. The total energy is -198.860897 Eh. The relative energy (zero: lowest compared OMol25 entry of this formula, charge and spin) comes out at 0.769 eV. For the gap between HOMO and LUMO, the calculation gives 12.26 eV.

Here is 6 unconnected molecules or ions with the total composition C13H29Cl8NO2 from OMol25. Energies are from ωB97M-V with the def2-TZVPD basis set.

```
53
Properties=species:S:1:pos:R:3
Cl 4.505 -4.523 -1.719
Cl -0.241 2.545 -1.347
Cl -6.298 4.204 2.729
Cl -1.351 -1.347 -3.110
Cl 0.923 -3.564 -4.581
Cl -3.924 2.484 -0.578
Cl 2.312 3.925 0.186
Cl 1.895 -3.407 -0.404
O 0.462 -0.167 0.840
O 4.747 -0.360 2.833
N 3.216 -0.726 1.346
C 3.803 0.065 2.187
C -1.987 -0.409 0.938
C 4.404 -2.751 -1.231
C -0.765 -3.899 -4.401
C -1.438 -3.221 -3.184
C -0.301 -2.262 1.774
C 0.691 4.669 0.036
C -5.988 3.192 1.267
C -0.395 3.603 0.085
C -4.527 3.440 0.809
C -0.635 -1.145 0.774
C 3.173 1.402 2.474
C 2.922 -2.376 -1.478
H -6.717 3.509 0.522
H 0.654 5.281 -0.865
H 0.280 0.671 0.408
H -0.219 -3.236 1.292
H -2.444 -3.628 -3.086
H 4.005 2.103 2.404
H -0.421 3.151 1.077
H 3.760 -1.526 1.054
H 2.551 -2.583 -2.482
H -2.196 0.112 1.873
H -1.314 -3.561 -5.279
H -2.169 0.298 0.128
H 2.250 -0.580 1.090
H 2.921 1.395 3.534
H -1.063 -3.587 -2.228
H -1.311 4.185 -0.012
H 0.649 -2.123 2.291
H 2.316 1.718 1.879
H -0.882 -4.983 -4.384
H 4.728 -2.532 -0.213
H 0.625 5.369 0.869
H -3.826 3.179 1.601
H -0.712 -1.670 -0.178
H 5.179 -2.137 -1.691
H 2.515 -1.367 -1.401
H -1.066 -2.333 2.548
H -2.752 -1.165 0.763
H -4.368 4.510 0.672
H -6.176 2.161 1.567
```

The structure (SMILES) is CC(N)=O.CC(C)O.ClCCCl.ClCCCl.ClCCCl.ClCCCl. The total energy is -4399.475343 Eh. The relative energy (zero: lowest compared OMol25 entry of this formula, charge and spin) comes out at 1.493 eV. For the gap between HOMO and LUMO, the calculation gives 9.33 eV.

Taking the records one at a time from the top gives lowest unoccupied orbital energy values of 0.7; 1.1; 1.1; 0.3 eV.